Entry 1:
Molecular formula: C33H90NNiO13
Method: DFT, ωB97M-V/def2-TZVPD

- HOMO-LUMO gap (alpha / beta) (eV) = 7.047 / 4.871
- LUMO (alpha / beta) (Eh) = -0.217 / -0.297
- charge = +2
- spin multiplicity = 4

Geometry (Å):
Ni -7.323 -11.033 -16.563
C -3.172 -12.671 -15.662
C -3.897 -13.857 -16.416
C -3.033 -15.099 -16.133
C -3.300 -15.707 -14.716
C -4.780 -15.982 -14.561
C -5.720 -14.755 -14.735
N -5.354 -13.994 -16.002
O -6.151 -12.837 -16.303
C -5.730 -13.909 -13.464
C -7.135 -15.352 -14.880
C -3.827 -13.653 -17.932
H -3.802 -11.816 -15.418
H -2.353 -12.289 -16.271
H -2.665 -12.937 -14.735
H -1.956 -14.972 -16.246
H -3.376 -15.896 -16.793
H -3.012 -14.897 -14.046
H -2.733 -16.596 -14.437
H -5.078 -16.653 -13.756
H -4.972 -16.632 -15.414
H -4.863 -13.251 -13.504
H -5.640 -14.466 -12.531
H -6.679 -13.375 -13.402
H -7.286 -15.991 -15.750
H -7.896 -14.575 -14.953
H -7.241 -16.084 -14.079
H -2.858 -13.485 -18.400
H -4.212 -12.676 -18.226
H -4.311 -14.477 -18.456
C 3.490 -17.665 -16.995
C 2.040 -17.774 -16.433
C 1.071 -16.647 -16.821
O 1.489 -18.996 -16.631
H 4.153 -18.328 -16.439
H 3.911 -16.669 -16.860
H 3.656 -17.950 -18.034
H 2.251 -17.714 -15.366
H 1.610 -15.722 -16.619
H 0.078 -16.604 -16.372
H 0.865 -16.635 -17.891
H 2.223 -19.588 -16.449
C -3.723 -20.203 -10.606
C -3.001 -18.875 -10.307
C -3.533 -17.522 -10.893
O -2.864 -18.638 -8.978
H -3.648 -20.499 -11.653
H -4.783 -20.272 -10.359
H -3.153 -21.004 -10.137
H -2.005 -19.023 -10.726
H -3.448 -17.643 -11.973
H -2.894 -16.714 -10.536
H -4.591 -17.288 -10.772
H -3.644 -18.911 -8.490
C -8.035 -17.698 -19.730
C -7.300 -17.120 -18.511
C -6.042 -17.957 -18.273
O -6.790 -15.806 -18.801
H -8.787 -18.405 -19.380
H -7.474 -18.066 -20.589
H -8.579 -16.892 -20.223
H -8.042 -17.239 -17.721
H -5.435 -17.886 -19.175
H -6.399 -18.966 -18.064
H -5.327 -17.492 -17.595
H -6.509 -15.483 -17.941
C 1.496 -14.992 -13.686
C 0.482 -15.164 -12.517
C 0.962 -14.436 -11.260
O -0.715 -14.404 -12.828
H 1.077 -14.302 -14.418
H 1.758 -15.960 -14.114
H 2.473 -14.659 -13.336
H 0.192 -16.198 -12.329
H 1.445 -13.470 -11.407
H 1.885 -14.973 -11.040
H 0.203 -14.475 -10.479
H -1.133 -14.639 -13.660
C -9.006 -13.466 -11.204
C -9.990 -12.341 -11.656
C -9.220 -11.005 -11.555
O -10.395 -12.566 -12.953
H -8.336 -13.136 -10.410
H -8.297 -13.697 -11.999
H -9.493 -14.390 -10.894
H -10.808 -12.297 -10.937
H -8.309 -11.005 -12.153
H -8.822 -10.751 -10.573
H -9.863 -10.193 -11.893
H -10.727 -13.466 -12.944
C -6.499 -21.708 -16.295
C -5.054 -21.315 -15.858
C -4.993 -20.228 -14.703
O -4.505 -22.464 -15.286
H -7.054 -22.167 -15.477
H -6.497 -22.404 -17.135
H -7.109 -20.829 -16.501
H -4.515 -20.905 -16.712
H -5.680 -20.477 -13.895
H -5.456 -19.284 -14.990
H -4.005 -19.878 -14.406
H -3.613 -22.365 -14.946
C -5.775 -10.210 -13.825
O -6.969 -10.329 -14.585
H -5.995 -10.106 -12.763
H -5.126 -11.029 -14.137
H -5.335 -9.284 -14.196
H -7.596 -9.639 -14.355
C -2.609 -8.165 -15.762
O -2.945 -9.426 -15.210
H -2.484 -7.431 -14.966
H -1.625 -8.254 -16.222
H -3.381 -7.935 -16.496
H -2.122 -9.864 -14.985
C -7.558 -12.817 -19.121
O -8.123 -11.664 -18.567
H -7.726 -12.774 -20.197
H -6.487 -12.934 -18.955
H -8.062 -13.724 -18.788
H -9.054 -11.655 -18.800
C -4.963 -9.955 -18.647
O -5.354 -10.116 -17.241
H -3.914 -9.971 -18.942
H -5.565 -10.638 -19.246
H -5.192 -8.932 -18.947
H -4.529 -10.010 -16.761
C -9.756 -13.136 -16.089
O -8.993 -12.009 -15.621
H -9.251 -13.840 -16.750
H -10.194 -13.668 -15.245
H -10.592 -12.773 -16.688
H -9.248 -11.898 -14.702
C -1.639 -11.099 -11.977
O -0.535 -11.682 -12.626
H -1.814 -11.276 -10.915
H -1.539 -10.017 -11.901
H -2.512 -11.321 -12.591
H -0.767 -12.585 -12.855



Entry 2:
Molecular formula: C33H92O27S13
Method: DFT, ωB97M-V/def2-TZVPD

- HOMO-LUMO gap (eV) = 7.805
- LUMO (Eh) = -0.020
- spin multiplicity = 1

Geometry (Å):
O -0.777 -5.615 0.006
S -1.455 -4.981 1.085
O -0.806 -3.951 1.911
O -2.863 -4.391 0.606
C -3.651 -5.107 -0.334
C -5.109 -4.866 -0.093
C -2.169 -6.375 2.167
H -3.403 -6.168 -0.361
H -3.441 -4.796 -1.358
H -5.343 -3.826 0.134
H -5.551 -5.535 0.646
H -5.633 -5.244 -0.971
H -3.193 -6.531 1.826
H -2.303 -5.969 3.169
H -1.621 -7.301 1.995
O 1.112 -4.182 5.176
S 2.029 -3.836 4.077
O 2.026 -2.657 3.230
O 3.538 -3.966 4.700
C 4.642 -3.151 4.353
C 5.168 -3.296 2.894
C 2.190 -5.342 3.103
H 5.492 -3.630 4.838
H 4.442 -2.081 4.412
H 6.200 -2.944 2.869
H 4.628 -2.856 2.056
H 5.298 -4.340 2.606
H 1.245 -5.760 2.753
H 2.929 -5.958 3.614
H 2.606 -5.021 2.148
O -1.717 5.408 -3.748
S -2.382 4.064 -3.682
O -3.750 3.904 -3.192
O -2.357 3.350 -5.199
C -2.604 1.980 -5.365
C -1.415 1.450 -6.208
C -1.325 2.903 -2.708
H -3.531 1.779 -5.903
H -2.639 1.450 -4.413
H -0.422 1.629 -5.794
H -1.428 2.004 -7.147
H -1.446 0.378 -6.403
H -1.809 1.973 -2.408
H -0.931 3.531 -1.909
H -0.487 2.665 -3.362
O 2.193 3.009 -2.899
S 2.995 2.766 -4.087
O 3.610 1.490 -4.433
O 2.194 3.402 -5.450
C 2.518 2.702 -6.679
C 1.713 3.332 -7.821
C 4.355 4.006 -4.049
H 2.173 1.694 -6.453
H 3.583 2.641 -6.903
H 1.803 2.941 -8.834
H 1.987 4.372 -8.001
H 0.686 3.194 -7.483
H 5.020 3.873 -3.195
H 3.929 5.004 -4.153
H 4.996 3.795 -4.905
O -5.026 4.589 1.285
S -5.526 3.195 1.235
O -5.736 2.457 2.484
O -6.742 3.058 0.194
C -6.823 3.962 -0.918
C -7.498 5.310 -0.432
C -4.339 2.179 0.269
H -7.401 3.554 -1.747
H -5.789 4.030 -1.255
H -7.606 6.095 -1.181
H -6.977 5.590 0.483
H -8.501 5.167 -0.031
H -4.042 1.319 0.869
H -3.472 2.767 -0.032
H -4.880 1.744 -0.571
O 0.458 -4.501 -4.572
S 1.502 -5.109 -3.663
O 2.813 -5.430 -4.093
O 1.521 -4.176 -2.260
C 2.617 -4.289 -1.415
C 2.205 -3.329 -0.234
C 0.821 -6.653 -2.837
H 3.628 -4.098 -1.772
H 2.597 -5.332 -1.097
H 2.012 -2.325 -0.613
H 3.033 -3.264 0.471
H 1.480 -3.886 0.359
H 0.857 -7.380 -3.648
H -0.196 -6.513 -2.472
H 1.588 -6.841 -2.085
O -3.841 0.392 -2.437
S -3.079 -0.871 -2.494
O -3.403 -1.785 -3.627
O -1.392 -0.458 -2.545
C -0.522 -1.602 -2.888
C 0.668 -1.177 -3.609
C -3.149 -1.687 -0.892
H -1.012 -2.393 -3.457
H -0.162 -2.179 -2.037
H 1.307 -1.940 -4.053
H 1.261 -0.610 -2.892
H 0.284 -0.671 -4.495
H -4.194 -1.846 -0.627
H -2.708 -1.013 -0.157
H -2.646 -2.650 -0.975
C 0.370 -0.349 2.126
S -0.445 0.450 0.667
O -1.816 0.959 1.143
C 0.712 1.921 0.497
H 0.512 0.249 3.026
H 1.356 -0.686 1.809
H -0.300 -1.166 2.396
H 0.868 2.127 -0.562
H 1.720 1.639 0.800
H 0.263 2.798 0.964
C 1.431 -0.602 5.844
S 1.270 -0.899 7.602
O 2.704 -1.253 8.078
C 1.074 0.848 7.996
H 2.415 -0.268 5.515
H 0.695 0.141 5.535
H 1.219 -1.481 5.235
H 1.179 0.956 9.076
H 0.067 1.141 7.697
H 1.804 1.557 7.606
C -2.822 -1.606 3.631
S -1.618 -1.215 4.954
O -2.390 -0.117 5.714
C -1.801 -2.748 5.929
H -3.763 -1.781 4.152
H -2.581 -2.514 3.077
H -2.962 -0.654 3.120
H -1.816 -3.600 5.249
H -2.775 -2.709 6.417
H -1.126 -2.815 6.782
C -0.649 3.528 5.484
S -0.426 3.754 3.610
O 0.131 5.208 3.584
C -2.188 3.877 3.088
H -1.075 4.389 5.998
H 0.207 3.315 6.124
H -1.421 2.779 5.662
H -2.203 3.204 2.230
H -2.503 4.847 2.705
H -2.836 3.534 3.894
C 4.768 0.940 -0.486
S 5.875 1.304 -1.947
O 6.390 2.631 -1.572
C 7.246 0.115 -1.584
H 4.419 -0.093 -0.501
H 3.938 1.538 -0.863
H 5.177 1.194 0.492
H 7.726 0.213 -0.611
H 8.118 0.370 -2.187
H 6.889 -0.852 -1.939
C 1.340 6.114 -1.771
S 3.078 5.860 -1.375
O 3.589 7.291 -1.225
C 3.032 5.046 0.378
H 0.721 5.604 -1.033
H 1.174 5.762 -2.789
H 1.060 7.168 -1.779
H 3.970 5.378 0.822
H 3.130 3.972 0.531
H 2.153 5.283 0.978



> Number 1 is which compound?

C33H90NNiO13